1.
The following is a DFT calculation (wB97M-V/def2-TZVPD) of a structure of composition C3H6N2O2 in a non-equilibrium geometry.

Geometry as XYZ:
```
13
C3H6N2O2, DFT wB97M-V/def2-TZVPD
O -1.66 0.00 0.55
O 0.34 0.21 -2.57
N -0.65 -0.80 -0.03
N 1.08 1.54 -0.07
C 0.71 -1.12 1.04
C 0.28 0.53 -1.42
C 0.03 1.79 -0.75
H 0.46 -2.13 1.32
H -1.04 -1.53 -0.61
H 1.57 -1.14 0.36
H -0.76 2.53 -0.89
H -1.24 0.49 1.28
H 0.87 -0.38 1.81
```

The value obtained for the frontier orbital gap (spin up / spin down) is 8.18 / 8.18 eV.

Results of the Mulliken charge analysis, in e, for atoms 1 through 6:
1 O -0.38
2 O -0.51
3 N -0.32
4 N -0.52
5 C -0.70
6 C 0.68

2.
The following is a DFT calculation (wB97M-V/def2-TZVPD) of an isolated molecule of C3H6N2O2 in a non-equilibrium geometry.

Geometry as XYZ:
```
13
C3H6N2O2, DFT wB97M-V/def2-TZVPD
O 1.19 1.05 1.44
O 0.66 -1.77 -0.36
N -0.65 -0.07 -1.67
N -0.59 -0.32 1.00
C 0.19 -0.65 -0.17
C 0.24 0.41 1.83
C 0.54 0.57 -0.88
H -0.59 -0.92 -2.22
H 0.18 1.55 -0.54
H -0.01 0.36 2.90
H 1.56 0.64 -1.28
H -1.12 -1.07 1.42
H -1.60 0.22 -1.46
```

The value obtained for the frontier orbital gap is 9.81 eV. As for the SMILES: O=CN[C@]1([O-])C[NH2+]1.

Results of the Mulliken charge analysis, in e, for atoms 1 through 6:
1 O -0.51
2 O -0.69
3 N -0.56
4 N -0.24
5 C 0.50
6 C 0.02

3.
The following is a DFT calculation (wB97M-V/def2-TZVPD) of a cluster of 2 separate species, C3H6N2O2 in total in a non-equilibrium geometry.

Geometry as XYZ:
```
13
C3H6N2O2, DFT wB97M-V/def2-TZVPD
O -1.72 0.85 0.94
O -2.30 -0.99 -0.24
N 0.29 1.41 -0.40
N 0.83 -2.14 0.34
C -1.81 -0.06 0.21
C 0.15 -0.07 -0.64
C 0.88 -0.89 0.27
H -0.06 -0.47 -1.63
H 1.39 -2.55 1.07
H -0.04 1.60 0.61
H 1.33 -0.16 1.02
H -0.20 1.76 -1.09
H 1.27 1.71 -0.46
```

The value obtained for the frontier orbital gap is 7.79 eV.

Results of the Mulliken charge analysis, in e, for atoms 1 through 6:
1 O -0.56
2 O -0.40
3 N -0.27
4 N -0.66
5 C 0.76
6 C -0.61

These records have ΔE to the lowest compared entry with this formula, charge and spin values of 839.0 294.6 391.1 kJ/mol, in the order they appear.